1.
ORCA calculation (the ωB97M-V functional and the def2-TZVPD basis) on a cluster of 5 separate species, C2H13O4S in total at a distorted geometry.

Structure (XYZ):
```
20
Properties=species:S:1:pos:R:3:lowdin_charge:R:1
C 0.082 -2.379 -4.006 -0.228
C 0.248 -0.864 -3.919 -0.778
S -0.050 -0.180 -2.239 0.293
H 1.047 -2.881 -4.262 0.062
H -0.283 -2.612 -3.012 0.013
H -0.720 -2.823 -4.626 0.052
H 1.257 -0.595 -4.280 0.022
H -0.429 -0.133 -4.497 0.031
H -1.008 -1.277 -0.375 -0.102
H -1.141 -1.013 1.225 -0.009
O -1.463 -1.492 0.464 -0.135
H 1.281 2.905 5.757 0.034
H -0.066 2.951 5.527 0.004
O 0.494 2.966 6.322 -0.076
H -0.070 0.763 -0.113 -0.088
H 1.135 0.739 0.801 0.037
O 0.192 0.939 0.818 -0.125
H 0.212 1.059 3.096 0.023
H -0.350 2.440 3.567 0.036
O -0.368 1.488 3.749 -0.067
```

Properties
Highest occupied orbital energy, eV: -3.10
Net charge: -1
Energy above the lowest of the compared OMol25 structures with the same formula, charge and spin, eV: 1.695
Kohn-Sham gap, eV: 5.843
F_max, eV/A: 2.46



2.
ORCA calculation (the ωB97M-V functional and the def2-TZVPD basis) on a cluster of 5 separate species, C2H13O4S in total at a distorted geometry.

Structure (XYZ):
```
20
Properties=species:S:1:pos:R:3:lowdin_charge:R:1
C 2.096 -0.097 -0.577 -0.191
C 2.057 0.880 0.614 -0.776
S 0.827 0.494 1.924 0.262
H 2.281 0.460 -1.512 0.056
H 1.096 -0.520 -0.731 0.032
H 2.904 -0.819 -0.440 0.057
H 1.964 1.941 0.339 0.022
H 3.049 0.894 1.101 0.025
H 0.044 2.105 -0.156 -0.035
H -1.268 2.533 0.414 0.014
O -0.650 2.774 -0.291 -0.105
H -0.889 -2.150 -0.801 -0.005
H -1.736 -1.009 -1.194 -0.017
O -1.481 -1.871 -1.526 -0.084
H -0.241 -1.334 1.276 -0.112
H -0.223 -2.812 1.781 0.029
O -0.436 -2.270 1.017 -0.150
H -3.438 -0.254 -0.917 0.022
H -2.522 0.688 -0.143 0.014
O -3.434 0.367 -0.179 -0.060
```

Properties
Highest occupied orbital energy, eV: -3.44
Net charge: -1
Energy above the lowest of the compared OMol25 structures with the same formula, charge and spin, eV: 0.821
Kohn-Sham gap, eV: 7.063
F_max, eV/A: 1.30



3.
ORCA calculation (the ωB97M-V functional and the def2-TZVPD basis) on a cluster of 5 separate species, C2H13O5 in total at a distorted geometry.

Structure (XYZ):
```
20
Properties=species:S:1:pos:R:3:lowdin_charge:R:1
C 0.491 -1.969 -0.467 -0.268
O 1.877 -1.537 -0.636 -0.191
C -0.372 -1.263 -1.576 -0.109
H 0.126 -1.715 0.524 0.089
H 0.610 -3.019 -0.728 0.090
H -1.221 -1.892 -1.861 0.048
H 0.230 -1.151 -2.451 0.057
H -0.958 -0.411 -1.194 0.055
H -1.987 1.943 0.595 0.030
H -0.433 2.068 0.799 -0.007
O -1.254 1.418 0.918 -0.146
H -1.160 0.270 2.043 -0.026
H -2.192 -0.806 2.579 0.013
O -1.316 -0.423 2.746 -0.133
H 1.289 1.550 -0.117 0.008
H 1.168 2.592 1.586 -0.044
O 0.908 2.736 0.671 -0.372
H 1.894 -0.515 -0.783 0.030
H 0.803 1.122 -1.641 0.016
O 1.499 1.002 -1.005 -0.140
```

Properties
Highest occupied orbital energy, eV: -5.23
Net charge: -1
Energy above the lowest of the compared OMol25 structures with the same formula, charge and spin, eV: 0.791
Kohn-Sham gap, eV: 8.937
F_max, eV/A: 3.12



4.
ORCA calculation (the ωB97M-V functional and the def2-TZVPD basis) on a cluster of 4 separate species, C2H14N2O3 in total at a distorted geometry.

Structure (XYZ):
```
21
Properties=species:S:1:pos:R:3:lowdin_charge:R:1
C 1.369 -0.583 1.064 -0.286
C 1.472 0.281 -0.196 -0.275
N 0.928 1.653 0.008 -0.015
N 1.578 -1.984 0.707 -0.012
H 2.056 -0.294 1.875 0.108
H 0.343 -0.397 1.395 0.108
H 2.489 0.419 -0.572 0.105
H 0.990 -0.235 -1.026 0.099
H 1.525 2.041 0.715 0.072
H -0.058 1.488 0.101 0.035
H 2.557 -2.221 0.659 0.068
H 1.143 -2.647 1.331 0.064
H -0.451 -2.731 -1.037 0.000
H -1.458 -3.713 -0.472 0.027
O -0.836 -3.598 -1.192 -0.061
H -0.265 3.274 0.138 -0.010
H -1.398 4.171 0.662 0.031
O -1.167 3.577 -0.048 -0.062
H -2.323 0.964 -1.107 0.035
H -2.564 -0.350 -0.600 0.032
O -2.663 0.567 -0.295 -0.063
```

Properties
Structure (SMILES): NCCN.O.O.O
Highest occupied orbital energy, eV: -9.42
Energy above the lowest of the compared OMol25 structures with the same formula, charge and spin, eV: 1.337
Kohn-Sham gap, eV: 9.937
F_max, eV/A: 2.89



5.
ORCA calculation (the ωB97M-V functional and the def2-TZVPD basis) on a cluster of 4 separate species, C2H14N2O3 in total at a distorted geometry.

Structure (XYZ):
```
21
Properties=species:S:1:pos:R:3:lowdin_charge:R:1
C 1.417 0.633 1.442 -0.206
C 1.196 -0.499 0.318 -0.258
N 2.358 -0.544 -0.655 -0.033
N 0.327 0.708 2.554 0.009
H 1.502 1.541 0.800 0.107
H 2.390 0.584 1.789 0.063
H 0.272 -0.197 -0.126 0.056
H 0.918 -1.469 0.731 0.104
H 1.921 -0.950 -1.568 0.081
H 2.646 0.383 -1.054 0.068
H 0.718 1.272 3.276 0.065
H 0.374 -0.249 2.828 0.066
H -1.008 1.102 1.459 -0.020
H -1.639 2.164 0.663 0.097
O -1.804 1.200 0.896 -0.098
H -0.827 -0.945 -2.424 -0.023
H -0.884 -2.465 -2.603 0.092
O -0.240 -1.665 -2.663 -0.106
H -3.170 0.474 -1.759 0.050
H -2.168 0.398 -0.543 -0.037
O -2.395 0.016 -1.398 -0.076
```

Properties
Structure (SMILES): NCCN.O.O.O
Highest occupied orbital energy, eV: -9.44
Energy above the lowest of the compared OMol25 structures with the same formula, charge and spin, eV: 1.351
Kohn-Sham gap, eV: 10.112
F_max, eV/A: 3.72



6.
ORCA calculation (the ωB97M-V functional and the def2-TZVPD basis) on a cluster of 4 separate species, C2H14N2O3 in total at a distorted geometry.

Structure (XYZ):
```
21
Properties=species:S:1:pos:R:3:lowdin_charge:R:1
C 0.106 0.480 -1.844 -0.291
C -0.659 -0.277 -0.758 -0.267
N 0.257 -0.483 0.403 -0.016
N -0.681 0.444 -3.088 -0.013
H 1.121 0.077 -1.882 0.101
H 0.145 1.510 -1.486 0.101
H -1.226 -1.192 -0.961 0.109
H -1.430 0.430 -0.438 0.109
H -0.365 -0.310 1.184 0.064
H 0.516 -1.443 0.572 0.023
H -1.096 -0.478 -3.161 0.053
H -0.092 0.613 -3.888 0.056
H -0.003 4.518 0.657 0.028
H -1.218 4.174 1.592 0.033
O -0.931 4.690 0.830 -0.063
H 1.726 -1.388 2.644 0.018
H 2.351 -0.458 1.699 0.020
O 2.577 -1.245 2.214 -0.070
H -0.002 -2.992 1.587 0.006
H -0.857 -4.186 0.897 0.042
O -0.857 -3.353 1.364 -0.044
```

Properties
Structure (SMILES): NCCN.O.O.O
Highest occupied orbital energy, eV: -9.41
Energy above the lowest of the compared OMol25 structures with the same formula, charge and spin, eV: 1.499
Kohn-Sham gap, eV: 9.818
F_max, eV/A: 1.48



7.
ORCA calculation (the ωB97M-V functional and the def2-TZVPD basis) on a cluster of 5 separate species, C2H14N2O4 in total at a distorted geometry.

Structure (XYZ):
```
22
Properties=species:S:1:pos:R:3:lowdin_charge:R:1
C -0.373 0.271 3.037 -0.254
C -0.086 1.191 2.085 -0.236
N -0.078 0.891 0.714 0.003
N -0.723 0.574 4.334 -0.007
H -0.193 -0.768 2.813 0.099
H -0.335 2.251 2.188 0.103
H -0.198 -0.051 0.474 0.053
H 0.388 1.671 0.286 0.069
H -1.107 1.408 4.776 0.086
H -0.476 -0.150 5.032 0.086
H 6.464 1.581 0.425 0.018
H 5.919 0.752 -0.780 0.009
O 6.078 0.750 0.180 -0.062
H -5.862 0.688 -2.213 0.037
H -6.809 -0.098 -1.420 0.031
O -5.878 -0.118 -1.673 -0.068
H 4.147 -0.228 -2.389 0.046
H 4.585 0.455 -3.705 0.047
O 4.739 0.445 -2.747 -0.058
H -3.720 -4.296 -3.211 0.038
H -2.954 -3.182 -4.066 0.083
O -3.528 -4.035 -4.139 -0.121
```

Properties
Structure (SMILES): N/C=C/N.O.O.O.O
Highest occupied orbital energy, eV: -6.64
Energy above the lowest of the compared OMol25 structures with the same formula, charge and spin, eV: 2.396
Kohn-Sham gap, eV: 7.233
F_max, eV/A: 3.09



8.
ORCA calculation (the ωB97M-V functional and the def2-TZVPD basis) on the molecule C2H14N2Si3 at a distorted geometry.

Structure (XYZ):
```
21
Properties=species:S:1:pos:R:3:lowdin_charge:R:1
C 0.869 -2.224 -0.258 -0.249
C 0.571 2.474 -1.305 -0.259
N -0.274 -1.378 0.041 -0.504
N 0.233 1.442 -0.376 -0.477
Si -1.465 -1.775 1.201 0.494
Si 0.491 1.572 1.303 0.530
Si -0.578 0.003 -1.057 0.522
H 1.028 -2.489 -1.437 0.096
H 1.828 -1.711 -0.046 0.068
H 0.771 -3.259 0.114 0.052
H 0.146 2.281 -2.324 0.067
H 0.171 3.458 -0.890 0.077
H 1.662 2.811 -1.292 0.085
H -1.016 -3.089 1.693 -0.058
H -2.784 -2.053 0.672 -0.091
H -1.573 -0.631 2.105 -0.079
H 1.609 2.491 1.383 -0.061
H 0.710 0.274 1.866 -0.079
H -0.638 2.194 1.761 -0.091
H -1.972 0.012 -0.869 -0.049
H 0.213 -0.402 -2.285 0.006
```

Properties
Structure (SMILES): CN([SiH3])[SiH2]N(C)[SiH3]
Highest occupied orbital energy, eV: -8.86
Energy above the lowest of the compared OMol25 structures with the same formula, charge and spin, eV: 0.630
Kohn-Sham gap, eV: 9.662
F_max, eV/A: 3.94



9.
ORCA calculation (the ωB97M-V functional and the def2-TZVPD basis) on a cluster of 4 separate species, C2H14N3O3 in total at a distorted geometry.

Structure (XYZ):
```
22
Properties=species:S:1:pos:R:3:lowdin_charge:R:1
C -2.589 0.674 1.383 0.007
N -1.209 0.316 0.949 0.013
C -0.551 -0.812 1.218 -0.291
N 0.036 -1.514 0.029 0.193
N -0.422 -1.292 2.512 0.183
H -2.741 1.631 0.796 0.127
H -2.596 0.709 2.470 0.093
H -3.192 0.055 0.897 0.041
H -0.955 0.749 -0.009 0.162
H 0.332 -0.979 -0.670 -0.020
H 0.637 -2.349 0.062 0.124
H -0.284 -2.285 2.730 0.131
H -0.898 -0.851 3.341 0.148
H 0.743 0.406 -2.075 -0.026
H -0.216 1.462 -2.881 0.091
O -0.195 0.638 -2.305 -0.111
H 2.519 1.067 -0.785 -0.016
H 2.420 1.693 0.707 0.047
O 2.062 1.124 0.032 -0.040
H 2.177 0.400 -3.304 0.053
H 2.562 -0.895 -2.637 0.117
O 2.357 0.053 -2.459 -0.027
```

Properties
Highest occupied orbital energy, eV: -14.18
Net charge: +1
Energy above the lowest of the compared OMol25 structures with the same formula, charge and spin, eV: 2.540
Kohn-Sham gap, eV: 11.269
F_max, eV/A: 7.48



10.
ORCA calculation (the ωB97M-V functional and the def2-TZVPD basis) on a cluster of 4 separate species, C2H14NO3 in total at a distorted geometry.

Structure (XYZ):
```
20
Properties=species:S:1:pos:R:3:lowdin_charge:R:1
C -0.903 -0.531 -0.047 -0.075
C 0.449 -1.191 -0.312 -0.196
N 1.521 -0.447 0.437 0.167
H -1.314 0.274 -0.655 0.061
H -0.893 -0.013 0.927 0.085
H -1.649 -1.302 0.132 0.084
H 0.696 -1.113 -1.372 0.128
H 0.442 -2.250 -0.084 0.115
H 1.372 -0.506 1.445 0.157
H 2.410 -0.883 0.157 0.174
H 1.488 0.539 0.084 0.087
H 1.745 2.735 -0.921 0.090
H 0.430 2.034 -1.139 0.024
O 1.192 2.029 -0.571 -0.011
H -0.476 -3.342 2.908 0.056
H -0.784 -1.927 3.137 0.029
O -0.323 -2.474 2.530 -0.029
H -2.552 2.529 -2.240 0.069
H -1.219 3.245 -2.498 0.049
O -1.632 2.594 -1.918 -0.061
```

Properties
Highest occupied orbital energy, eV: -15.14
Net charge: +1
Energy above the lowest of the compared OMol25 structures with the same formula, charge and spin, eV: 0.564
Kohn-Sham gap, eV: 12.300
F_max, eV/A: 1.82



11.
ORCA calculation (the ωB97M-V functional and the def2-TZVPD basis) on a cluster of 4 separate species, C2H14NO3S in total at a distorted geometry.

Structure (XYZ):
```
21
Properties=species:S:1:pos:R:3:lowdin_charge:R:1
C -1.489 -0.426 -0.539 -0.218
C -2.068 0.737 0.239 -0.532
S -3.774 0.206 0.734 0.749
N -0.010 -0.195 -0.844 0.172
H -1.549 -1.284 0.118 0.117
H -1.969 -0.568 -1.497 0.127
H -1.486 0.994 1.119 0.076
H -2.160 1.668 -0.326 0.076
H -3.466 0.349 2.028 -0.131
H 0.242 0.620 -1.398 0.162
H 0.564 -0.099 0.007 0.109
H 0.406 -0.900 -1.468 0.119
H 1.608 -1.085 -3.705 0.049
H 2.742 -1.276 -2.601 0.054
O 1.851 -1.471 -2.875 -0.022
H 5.298 -0.316 1.899 0.039
H 5.662 1.121 1.768 0.060
O 5.211 0.408 1.279 -0.055
H 2.805 0.459 0.890 0.018
H 1.954 1.305 1.877 0.067
O 1.930 0.587 1.239 -0.037
```

Properties
Highest occupied orbital energy, eV: -12.65
Net charge: +1
Energy above the lowest of the compared OMol25 structures with the same formula, charge and spin, eV: 0.369
Kohn-Sham gap, eV: 9.549
F_max, eV/A: 1.89



12.
ORCA calculation (the ωB97M-V functional and the def2-TZVPD basis) on a cluster of 5 separate species, C2H14NO4 in total at a distorted geometry.

Structure (XYZ):
```
21
Properties=species:S:1:pos:R:3:lowdin_charge:R:1
C 1.682 -0.954 1.135 -0.152
C 2.821 -0.212 1.408 0.094
N 0.576 -0.366 0.483 0.111
H 1.673 -2.002 1.309 0.108
H 3.469 -0.665 2.098 0.051
H 2.793 0.855 1.269 0.062
H -0.293 -0.360 1.118 0.142
H 0.755 0.615 0.101 0.113
H 0.062 -0.984 -0.265 0.126
H -2.816 -0.704 2.236 0.095
H -2.649 0.217 0.930 0.041
O -2.157 -0.152 1.718 -0.097
H -2.910 1.597 -1.048 0.088
H -1.981 0.764 -1.822 0.004
O -2.169 0.974 -0.941 -0.022
H -1.216 -1.082 -2.113 0.066
H -0.518 -2.368 -2.287 0.064
O -0.639 -1.708 -1.626 -0.016
H 0.961 2.927 -0.913 0.113
H 1.278 1.641 -1.875 0.108
O 1.277 1.966 -0.913 -0.097
```

Properties
Highest occupied orbital energy, eV: -13.58
Net charge: +1
Energy above the lowest of the compared OMol25 structures with the same formula, charge and spin, eV: 1.166
Kohn-Sham gap, eV: 10.262
F_max, eV/A: 4.77